{
  "formula": "C6H11BeO4",
  "method": "ωB97M-V/def2-TZVPD",
  "spin_multiplicity": 2,
  "gap_ev": [7.750, 8.134],
  "fmax_ha_per_bohr": 0.081,
  "de_lowest_ev": 0.235,
  "elements": ["H", "C", "O", "C", "H", "H", "H", "H", "H", "O", "C", "C", "O", "C", "C", "O", "Be", "H", "H", "H", "H", "H"],
  "coordinates": [[-2.035, -0.400, 1.218], [-2.294, -0.208, 3.830], [-2.911, -1.146, 2.985], [-3.053, -0.690, 1.669], [-2.197, -0.663, 4.823], [-1.290, 0.060, 3.454], [-2.897, 0.713, 3.909], [-3.692, 0.208, 1.621], [-3.507, -1.491, 1.074], [-0.312, 1.462, 0.733], [-0.612, 0.216, 0.735], [0.092, -0.809, 0.224], [1.290, -0.426, -0.424], [2.522, -0.966, 0.085], [3.633, -0.026, -0.377], [3.341, 1.300, -0.073], [1.572, 1.219, -0.051], [-0.185, -1.861, 0.200], [2.659, -1.992, -0.287], [2.462, -0.983, 1.187], [3.775, -0.170, -1.468], [4.567, -0.367, 0.109]],
  "nbo_charge": [0.160, -0.250, -0.532, -0.219, 0.192, 0.172, 0.165, 0.161, 0.189, -0.824, 0.336, -0.227, -0.686, -0.111, -0.092, -1.007, 1.638, 0.213, 0.198, 0.192, 0.156, 0.175]
}